The following is a quantum chemistry calculation of C3H7O3Yb as an isolated structure in a non-equilibrium geometry, from OMol25.

XYZ file:
```
14
Properties=species:S:1:pos:R:3
Yb 2.22 1.10 0.47
O -0.14 -0.77 0.67
O 0.43 2.02 0.17
O 1.88 -1.04 0.43
C -0.61 1.38 -0.47
C 0.84 -1.35 -0.41
C -1.15 0.21 0.34
H -0.35 1.04 -1.49
H 0.84 -1.30 1.46
H 0.63 -2.42 -0.27
H 0.36 -1.18 -1.38
H -1.54 0.55 1.31
H -1.47 2.07 -0.62
H -1.94 -0.32 -0.21
```

Values from the calculation:
ΔE to the lowest compared entry with this formula, charge and spin (kJ/mol): 296.37
Molar mass (u): 264.1
HOMO energy (spin up / spin down) (eV): -12.2 / -12.2
Electronic energy (Eh): -1502.5351
Total charge: +1